1.
{"formula": "C37H38N7SbTl", "method": "the ωB97M-V functional and the def2-TZVPD basis", "symbols": ["Tl", "C", "C", "C", "C", "C", "C", "C", "N", "N", "C", "C", "C", "C", "C", "C", "N", "C", "C", "C", "C", "C", "C", "N", "H", "H", "H", "H", "H", "H", "H", "H", "H", "H", "H", "H", "H", "H", "H", "H", "H", "H", "H", "H", "C", "C", "C", "C", "C", "C", "N", "Sb", "C", "C", "C", "C", "C", "C", "N", "C", "C", "C", "C", "C", "C", "N", "H", "H", "H", "H", "H", "H", "H", "H", "H", "H", "H", "H", "H", "H", "H", "H", "H", "H"], "xyz": [[-0.11, 0.06, -0.27], [-1.25, 1.89, -2.55], [0.24, 2.16, -2.84], [0.98, 0.97, -3.38], [1.51, 0.95, -4.66], [2.29, -0.13, -5.05], [2.50, -1.16, -4.14], [1.90, -1.07, -2.90], [1.16, -0.04, -2.53], [-1.59, 2.10, -1.13], [-1.18, 3.42, -0.64], [-0.22, 3.39, 0.53], [0.06, 4.58, 1.20], [0.92, 4.56, 2.28], [1.46, 3.35, 2.69], [1.15, 2.22, 1.96], [0.34, 2.25, 0.90], [-3.02, 1.90, -0.91], [-3.47, 0.46, -0.90], [-4.74, 0.10, -1.34], [-5.17, -1.20, -1.16], [-4.34, -2.10, -0.51], [-3.09, -1.66, -0.11], [-2.66, -0.43, -0.33], [-1.50, 0.85, -2.78], [-1.88, 2.53, -3.19], [0.74, 2.43, -1.91], [0.33, 2.99, -3.54], [1.33, 1.77, -5.34], [2.72, -0.17, -6.04], [3.12, -2.00, -4.39], [2.04, -1.85, -2.16], [-2.06, 4.00, -0.32], [-0.72, 4.00, -1.44], [-0.38, 5.50, 0.86], [1.14, 5.47, 2.82], [2.12, 3.29, 3.54], [1.55, 1.25, 2.22], [-3.61, 2.46, -1.64], [-3.27, 2.28, 0.09], [-5.39, 0.83, -1.80], [-6.15, -1.51, -1.49], [-4.65, -3.11, -0.32], [-2.40, -2.31, 0.42], [3.88, 1.35, -0.26], [3.82, 0.01, 0.38], [4.99, -0.66, 0.76], [4.90, -1.87, 1.41], [3.64, -2.41, 1.70], [2.57, -1.67, 1.27], [2.63, -0.52, 0.63], [0.45, -2.29, 1.51], [-0.76, -1.77, 3.39], [-1.13, -2.55, 4.45], [-1.88, -1.86, 5.41], [-2.20, -0.53, 5.22], [-1.77, 0.14, 4.07], [-2.10, 1.55, 3.76], [-1.04, -0.53, 3.17], [-0.01, -3.61, -0.23], [0.09, -4.97, -0.24], [-0.27, -5.59, -1.44], [-0.72, -4.82, -2.50], [-0.80, -3.43, -2.36], [-1.31, -2.56, -3.45], [-0.42, -2.85, -1.22], [4.81, 1.46, -0.81], [3.87, 2.12, 0.52], [3.04, 1.51, -0.92], [5.95, -0.22, 0.54], [5.79, -2.40, 1.71], [3.54, -3.35, 2.22], [-0.88, -3.59, 4.57], [-2.22, -2.39, 6.28], [-2.77, 0.00, 5.97], [-2.70, 1.99, 4.55], [-2.65, 1.60, 2.82], [-1.19, 2.13, 3.63], [0.43, -5.54, 0.61], [-0.19, -6.66, -1.53], [-1.01, -5.28, -3.42], [-1.47, -3.15, -4.35], [-0.61, -1.76, -3.66], [-2.26, -2.10, -3.18]], "lowdin_charge": [0.967, -0.162, -0.105, -0.285, 0.029, 0.004, -0.012, -0.133, 0.037, -0.203, -0.104, -0.239, 0.021, 0.000, -0.019, -0.151, 0.029, -0.112, -0.260, 0.022, -0.002, -0.014, -0.144, 0.031, 0.117, 0.146, 0.102, 0.136, 0.132, 0.132, 0.124, 0.111, 0.146, 0.144, 0.135, 0.132, 0.125, 0.098, 0.149, 0.145, 0.131, 0.131, 0.122, 0.081, -0.002, -0.309, 0.024, -0.007, -0.071, -0.437, -0.007, 1.660, -0.391, -0.059, -0.005, 0.028, -0.297, 0.001, 0.040, -0.441, -0.070, -0.007, 0.026, -0.304, 0.006, 0.005, 0.098, 0.095, 0.062, 0.133, 0.131, 0.112, 0.116, 0.132, 0.132, 0.095, 0.083, 0.075, 0.112, 0.131, 0.131, 0.097, 0.063, 0.086], "multiplicity": 1, "gap_ev": 7.19, "total_charge": 3, "e_homo_ha": -0.6222}

***

2.
{"formula": "C4H9FN2", "method": "the ωB97M-V functional and the def2-TZVPD basis", "symbols": ["C", "C", "C", "C", "H", "H", "H", "H", "H", "H", "H", "H", "H", "N", "N", "F"], "xyz": [[1.00, -1.07, 1.00], [0.95, 0.19, 0.14], [0.05, 0.29, -1.02], [-0.20, 1.17, 0.18], [1.67, -1.76, 0.53], [0.04, -1.55, 1.06], [1.34, -0.90, 1.99], [0.47, 0.81, -1.89], [-0.20, -1.55, -1.57], [-1.52, -0.64, -1.96], [0.29, 2.13, 0.07], [-2.04, 1.77, 0.97], [-1.83, 0.15, 0.71], [-0.83, -0.82, -1.26], [-1.38, 1.03, 1.04], [2.19, 0.76, 0.01]], "lowdin_charge": [0.011, -0.447, -0.280, -0.219, 0.073, 0.071, 0.070, 0.145, 0.089, 0.074, 0.139, 0.048, 0.074, 0.057, 0.061, 0.035], "multiplicity": 1, "gap_ev": 9.50, "e_homo_ha": -0.3160, "smiles": "C[C@]1(F)[C@H](N)[C@@H]1N"}

***

3.
{"formula": "C3H6ClNO", "method": "the ωB97M-V functional and the def2-TZVPD basis", "symbols": ["C", "C", "C", "N", "O", "Cl", "H", "H", "H", "H", "H", "H"], "xyz": [[1.82, -0.15, 1.14], [0.00, 0.83, -0.70], [0.83, -1.16, 0.83], [-0.51, -0.07, 0.42], [2.79, 0.13, 0.51], [0.28, -1.95, 2.29], [1.52, 0.53, 1.97], [0.97, 1.18, -0.41], [0.07, 0.37, -1.78], [-0.73, 1.70, -0.68], [0.87, -1.75, -0.13], [-1.26, -0.75, 0.20]], "lowdin_charge": [-0.415, -0.145, -0.634, -0.100, 0.074, 0.654, 0.135, 0.033, 0.105, 0.087, 0.129, 0.077], "multiplicity": 1, "gap_ev": 10.32, "e_homo_ha": -0.3610, "smiles": "CN[C@H](Cl)C=O"}

***

4.
{"formula": "C6H10NO", "method": "the ωB97M-V functional and the def2-TZVPD basis", "symbols": ["C", "C", "C", "C", "C", "C", "N", "O", "H", "H", "H", "H", "H", "H", "H", "H", "H", "H"], "xyz": [[-0.93, -0.11, 2.56], [-0.42, 0.89, 0.63], [-0.28, 2.00, -0.28], [1.22, -1.00, 0.08], [-1.01, -1.12, -0.85], [-0.40, -0.59, 0.40], [-0.85, -1.10, 1.72], [-0.69, 1.16, 1.84], [-0.88, 0.10, 3.59], [0.74, 2.04, -0.76], [-0.60, 2.90, 0.18], [-1.04, 1.66, -1.02], [1.20, -2.03, 0.16], [1.44, -0.48, -0.85], [1.88, -0.50, 0.78], [-1.12, -2.17, -0.84], [-0.41, -0.76, -1.68], [-2.02, -0.64, -0.95]], "lowdin_charge": [0.041, -0.218, 0.077, 0.088, -0.011, -0.415, 0.192, 0.147, 0.141, 0.149, 0.105, 0.137, 0.076, 0.089, 0.091, 0.095, 0.097, 0.120], "multiplicity": 1, "gap_ev": 10.37, "total_charge": 1, "e_homo_ha": -0.5762}

***

5.
{"formula": "C46H39BCl2N12O5Tl", "method": "the ωB97M-V functional and the def2-TZVPD basis", "symbols": ["Tl", "C", "C", "C", "C", "C", "N", "C", "C", "C", "C", "C", "C", "C", "C", "N", "C", "N", "C", "N", "C", "N", "C", "N", "C", "N", "C", "C", "C", "C", "C", "C", "C", "C", "C", "C", "C", "C", "C", "C", "N", "H", "H", "H", "H", "H", "H", "H", "H", "H", "H", "H", "H", "H", "H", "H", "H", "Cl", "C", "Cl", "C", "O", "O", "H", "C", "N", "C", "N", "O", "H", "H", "H", "H", "H", "H", "C", "C", "C", "C", "C", "C", "C", "C", "O", "B", "O", "C", "C", "H", "H", "H", "H", "H", "H", "H", "H", "H", "H", "H", "H", "N", "N", "H", "H", "H", "H"], "xyz": [[-0.82, -1.11, 0.91], [-5.82, -4.23, -2.31], [-5.72, -3.18, -3.21], [-4.73, -2.22, -3.10], [-3.84, -2.32, -2.05], [-2.71, -1.42, -1.61], [-3.12, -0.06, -1.55], [-2.54, 0.83, -0.83], [-2.78, 2.25, -1.07], [-3.52, 2.90, -2.04], [-3.41, 4.28, -2.11], [-2.59, 4.98, -1.24], [-1.86, 4.34, -0.25], [-1.95, 2.96, -0.18], [-1.33, 1.96, 0.68], [-0.64, 2.26, 1.75], [-0.25, 1.37, 2.67], [-0.56, 0.05, 2.70], [-0.07, -0.51, 3.86], [-0.23, -1.77, 4.25], [-0.84, -2.69, 3.56], [-1.43, -2.57, 2.31], [-2.02, -3.74, 1.97], [-2.79, -3.98, 0.91], [-2.94, -3.13, -0.08], [-2.28, -2.01, -0.35], [-3.95, -3.36, -1.12], [-4.93, -4.33, -1.24], [-1.82, -4.70, 3.04], [-2.22, -6.02, 3.19], [-1.85, -6.67, 4.35], [-1.10, -6.02, 5.34], [-0.71, -4.71, 5.19], [-1.07, -4.04, 4.03], [0.62, 0.51, 4.60], [1.35, 0.50, 5.78], [1.97, 1.66, 6.18], [1.86, 2.84, 5.43], [1.13, 2.87, 4.26], [0.50, 1.70, 3.84], [-1.65, 0.71, 0.21], [-6.60, -4.97, -2.43], [-6.44, -3.10, -4.02], [-4.68, -1.40, -3.80], [-4.14, 2.35, -2.71], [-3.96, 4.82, -2.88], [-2.52, 6.06, -1.32], [-1.23, 4.88, 0.43], [-5.01, -5.11, -0.51], [-2.78, -6.51, 2.41], [-2.15, -7.70, 4.51], [-0.82, -6.57, 6.23], [-0.13, -4.20, 5.95], [1.45, -0.41, 6.35], [2.56, 1.68, 7.08], [2.35, 3.74, 5.77], [1.05, 3.77, 3.66], [2.27, -4.41, -1.81], [2.68, -3.87, -0.18], [3.96, -2.66, -0.25], [1.49, -3.18, 0.56], [1.55, -3.21, 1.78], [0.66, -2.62, -0.19], [3.08, -4.72, 0.38], [-2.33, 0.14, -4.29], [-1.73, -1.15, -3.99], [-1.44, -1.49, -2.62], [-0.87, -2.81, -2.66], [-0.57, -0.53, -2.08], [-2.62, 0.14, -5.34], [-1.59, 0.91, -4.12], [-3.20, 0.35, -3.65], [-2.26, -1.91, -4.40], [-1.44, -3.46, -2.13], [0.04, -2.78, -2.20], [5.24, 4.78, -0.72], [4.43, 4.70, -2.02], [3.43, 5.86, -2.02], [5.37, 4.90, -3.22], [3.75, 3.34, -2.12], [4.54, 2.19, -2.12], [4.02, 0.90, -2.18], [2.65, 0.79, -2.24], [1.86, -0.33, -2.28], [0.54, 0.14, -2.28], [0.54, 1.55, -2.28], [1.84, 1.93, -2.24], [2.37, 3.20, -2.18], [5.71, 5.75, -0.62], [6.01, 4.02, -0.69], [4.58, 4.63, 0.13], [3.96, 6.80, -1.92], [2.74, 5.78, -1.19], [2.86, 5.89, -2.95], [5.83, 5.88, -3.18], [4.82, 4.81, -4.16], [6.17, 4.15, -3.23], [5.62, 2.28, -2.07], [4.65, 0.03, -2.17], [1.69, 4.04, -2.18], [2.35, -0.46, 2.05], [1.57, -0.20, 0.87], [2.05, -1.36, 2.44], [3.34, -0.55, 1.82], [2.01, -0.54, 0.02], [1.46, 0.82, 0.80]], "lowdin_charge": [1.047, -0.088, -0.081, -0.014, -0.079, -0.338, 0.185, -0.291, -0.083, -0.013, -0.088, -0.092, -0.014, -0.089, -0.288, 0.189, -0.315, 0.048, -0.318, 0.207, -0.302, 0.061, -0.273, 0.184, -0.297, 0.064, -0.089, -0.008, -0.100, -0.024, -0.104, -0.098, -0.018, -0.097, -0.117, -0.029, -0.108, -0.112, -0.033, -0.119, 0.057, 0.097, 0.097, 0.104, 0.107, 0.096, 0.095, 0.109, 0.110, 0.106, 0.091, 0.093, 0.108, 0.104, 0.089, 0.088, 0.102, 0.622, -0.977, 0.624, -0.791, 0.021, -0.122, 0.065, -0.103, 0.008, -0.454, 0.163, 0.186, 0.082, 0.082, 0.046, 0.108, 0.085, 0.040, -0.047, -0.559, -0.069, -0.051, -0.172, -0.039, 0.021, -0.201, 0.207, -0.735, 0.232, -0.175, 0.074, 0.081, 0.074, 0.091, 0.082, 0.084, 0.085, 0.080, 0.088, 0.073, 0.104, 0.112, 0.117, 0.016, -0.037, 0.050, 0.066, 0.049, 0.092], "multiplicity": 1, "gap_ev": [4.86, 4.98], "total_charge": -1, "e_homo_ha": [-0.1214, -0.1230]}

***

6.
{"formula": "C23H36ClIN5O4Ru", "method": "the ωB97M-V functional and the def2-TZVPD basis", "symbols": ["Ru", "C", "N", "C", "C", "O", "C", "O", "C", "C", "O", "N", "C", "C", "H", "H", "H", "H", "H", "H", "H", "H", "H", "H", "H", "H", "H", "H", "H", "H", "Cl", "C", "C", "C", "I", "C", "O", "C", "N", "C", "C", "C", "C", "H", "H", "H", "H", "C", "N", "C", "C", "C", "N", "C", "C", "H", "H", "H", "H", "H", "H", "H", "H", "H", "H", "H", "H", "H", "H", "H", "H"], "xyz": [[0.22, 0.10, 0.09], [-4.47, -0.48, -2.97], [-3.05, -0.73, -2.85], [-2.33, -0.76, -4.11], [-2.37, -0.74, -1.71], [-1.13, -0.79, -1.69], [-3.15, -0.73, -0.38], [-2.27, -0.71, 0.72], [-2.30, -1.82, 1.61], [-0.89, -2.36, 1.83], [0.01, -2.07, 1.03], [-0.66, -3.18, 2.86], [-1.54, -3.41, 3.98], [0.64, -3.82, 2.96], [-4.88, -1.09, -3.78], [-4.65, 0.56, -3.23], [-5.01, -0.72, -2.06], [-2.78, -1.49, -4.78], [-1.29, -1.05, -3.91], [-2.35, 0.21, -4.59], [-3.81, -1.61, -0.35], [-3.77, 0.18, -0.33], [-2.90, -2.63, 1.19], [-2.76, -1.48, 2.54], [-2.47, -2.87, 3.90], [-1.03, -3.10, 4.90], [-1.77, -4.48, 4.08], [1.19, -3.68, 2.03], [0.51, -4.89, 3.14], [1.21, -3.40, 3.79], [6.42, -1.18, -3.43], [5.20, -0.50, -2.44], [5.37, 0.79, -1.96], [4.41, 1.37, -1.15], [4.62, 3.31, -0.40], [3.21, 0.69, -0.80], [2.33, 1.21, -0.07], [3.03, -0.63, -1.35], [1.86, -1.23, -1.07], [1.63, -2.45, -1.52], [2.57, -3.15, -2.28], [3.76, -2.55, -2.61], [4.02, -1.25, -2.15], [6.26, 1.35, -2.21], [0.68, -2.88, -1.25], [2.34, -4.15, -2.61], [4.50, -3.06, -3.21], [-1.90, 2.53, -1.33], [-0.68, 2.35, -0.56], [0.41, 2.88, -1.38], [-0.83, 3.06, 0.72], [0.29, 2.77, 1.72], [0.33, 1.37, 2.14], [-0.77, 1.04, 3.04], [1.59, 1.05, 2.80], [-2.04, 3.59, -1.58], [-2.78, 2.20, -0.77], [-1.83, 1.97, -2.27], [0.18, 3.89, -1.73], [0.57, 2.23, -2.24], [1.33, 2.92, -0.80], [-1.79, 2.77, 1.15], [-0.86, 4.15, 0.54], [0.14, 3.43, 2.59], [1.25, 3.02, 1.27], [-0.78, 1.72, 3.91], [-0.64, 0.03, 3.41], [-1.73, 1.11, 2.53], [1.61, 1.46, 3.82], [2.43, 1.47, 2.24], [1.72, -0.03, 2.86]], "lowdin_charge": [1.405, -0.014, -0.132, -0.008, -0.422, -0.058, -0.092, -0.186, -0.084, -0.410, -0.071, -0.127, -0.013, -0.006, 0.105, 0.109, 0.089, 0.104, 0.089, 0.105, 0.142, 0.134, 0.153, 0.127, 0.083, 0.108, 0.108, 0.089, 0.106, 0.106, 0.835, -0.563, -0.134, -0.575, 1.043, -0.398, -0.154, -0.130, 0.053, -0.097, 0.006, 0.021, -0.146, 0.113, 0.110, 0.123, 0.108, -0.081, -0.314, -0.088, -0.173, -0.178, -0.342, -0.074, -0.077, 0.109, 0.084, 0.087, 0.107, 0.100, 0.035, 0.117, 0.143, 0.142, 0.101, 0.111, 0.087, 0.077, 0.107, 0.076, 0.090], "multiplicity": 6, "gap_ev": [7.87, 6.01], "total_charge": 2, "s_squared": 8.789, "e_homo_ha": [-0.4946, -0.5036]}